## i
{"formula": "C8H10N2O2", "method": "ωB97M-V/def2-TZVPD", "elements": ["C", "C", "C", "C", "C", "C", "C", "C", "N", "N", "O", "O", "H", "H", "H", "H", "H", "H", "H", "H", "H", "H"], "xyz": [[-0.98360, 1.36360, 1.20365], [-1.61369, 0.07631, 0.94405], [0.06011, 1.82503, 0.48459], [-0.92064, -0.64947, -0.00293], [0.59882, 1.08994, -0.54498], [0.18219, -0.24633, -0.73875], [-0.41395, 0.99482, 4.64567], [-0.02155, -1.70089, -2.58951], [2.25522, -0.60906, -1.99555], [0.69936, -1.24004, -1.50617], [0.38953, 1.79493, 4.43854], [-1.23265, 0.20585, 4.78585], [-1.49898, 1.92221, 1.99771], [-2.49734, -0.18333, 1.55910], [0.43950, 2.81224, 0.58963], [-1.13314, -1.68738, -0.10084], [1.41255, 1.33279, -1.22166], [0.02202, -2.70278, -2.58364], [-1.09697, -1.27842, -2.51489], [0.21714, -1.32141, -3.63389], [2.43889, -0.33804, -1.04582], [2.69718, -1.46056, -2.17013]], "nbo_charge": [-0.238, -0.193, -0.211, -0.243, -0.267, 0.132, 1.025, -0.425, -0.659, -0.282, -0.513, -0.512, 0.204, 0.229, 0.218, 0.206, 0.231, 0.192, 0.212, 0.205, 0.346, 0.343], "e_homo_ev": -8.18, "smiles": "CN(N)c1ccccc1.O=C=O", "orbital_gap_ev": 8.82, "total_charge": 0}

=====

## ii
{"formula": "C8H10N2O2", "method": "ωB97M-V/def2-TZVPD", "elements": ["C", "C", "C", "C", "C", "C", "C", "C", "N", "N", "O", "O", "H", "H", "H", "H", "H", "H", "H", "H", "H", "H"], "xyz": [[0.82648, 0.36993, 1.54548], [0.37910, -0.88410, 1.38167], [-0.11240, 1.20762, -0.52674], [0.72643, 1.42232, 0.52239], [-0.37852, -1.28195, 0.12371], [0.55177, -2.37830, -0.56374], [-0.82422, 0.02389, -0.56092], [1.36121, 2.75825, 0.70552], [1.28931, -2.21238, -1.58213], [-2.05826, 0.02105, -1.15303], [-2.75218, 0.95014, -1.57159], [-2.72202, -1.22772, -1.06782], [1.44131, 0.60781, 2.44885], [0.57384, -1.61131, 2.13492], [-0.43050, 1.91195, -1.35809], [-1.32726, -1.69486, 0.61305], [0.39667, -3.19915, 0.15527], [0.58952, 3.52536, 0.99361], [1.75079, 3.22370, -0.21222], [2.23174, 2.88288, 1.45676], [-3.40819, -1.38678, -1.68682], [1.89538, -3.02836, -1.79816]], "nbo_charge": [-0.216, -0.153, -0.228, -0.015, -0.353, 0.169, 0.109, -0.648, -0.606, 0.388, -0.479, -0.594, 0.215, 0.211, 0.248, 0.265, 0.151, 0.231, 0.233, 0.221, 0.497, 0.352], "e_homo_ev": -7.51, "smiles": "[H]/N=C/[C@H]1C=CC(C)=C/C1=[N+](\\[O-])O", "orbital_gap_ev": 7.45, "total_charge": 0}

=====

Bottom line: i, by a margin of 304.5 kJ/mol.

=====

## i
{"formula": "Cl2HNOS", "method": "ωB97M-V/def2-TZVPD", "elements": ["N", "O", "S", "Cl", "Cl", "H"], "xyz": [[1.61454, 0.58496, 1.45662], [-1.85024, 0.35239, -1.43877], [-0.54241, -0.30405, -1.29840], [-0.87869, -2.38403, -0.93684], [0.02593, 0.24828, 1.19795], [1.63087, 1.50246, 1.01945]], "nbo_charge": [-0.526, -0.788, 1.024, -0.264, 0.245, 0.310], "e_homo_ev": [-10.32, -9.08], "orbital_gap_ev": [8.83, 7.49], "total_charge": 0}

=====

## ii
{"formula": "Cl2HNOS", "method": "ωB97M-V/def2-TZVPD", "elements": ["N", "O", "S", "Cl", "Cl", "H"], "xyz": [[2.28067, -0.21167, -0.54144], [-1.99959, -1.22886, 0.37483], [-1.51475, -0.20063, 1.27698], [-1.91132, 1.44449, 0.12977], [1.19538, 0.61739, 0.26159], [1.94961, -0.42071, -1.50173]], "nbo_charge": [-0.564, -0.779, 1.008, -0.234, 0.245, 0.324], "e_homo_ev": [-9.99, -9.36], "orbital_gap_ev": [8.43, 8.32], "total_charge": 0}

=====

Bottom line: ii, by a margin of 16.8 kJ/mol.

=====

## i
{"formula": "C3H6FNS", "method": "ωB97M-V/def2-TZVPD", "elements": ["C", "C", "C", "H", "H", "H", "H", "H", "H", "N", "F", "S"], "xyz": [[1.32241, -0.96574, -0.17274], [-0.07320, -0.33825, -0.21517], [-0.05250, 1.09538, 0.27968], [1.84186, -0.64709, -1.13553], [1.90244, -0.53519, 0.77540], [1.73144, -2.22260, -0.12199], [-0.23881, 1.01831, 1.39804], [0.97097, 1.38663, 0.26946], [-2.70512, 0.89801, -0.44419], [-1.11247, -1.08481, -0.22095], [-0.93233, 1.94403, -0.40108], [-2.65467, -0.54868, -0.01094]], "nbo_charge": [-0.674, 0.201, -0.019, 0.231, 0.218, 0.252, 0.192, 0.184, 0.127, -0.555, -0.351, 0.193], "e_homo_ev": -8.72, "smiles": "C/C(CF)=N/S", "orbital_gap_ev": 9.23, "total_charge": 0}

=====

## ii
{"formula": "C3H6FNS", "method": "ωB97M-V/def2-TZVPD", "elements": ["C", "C", "C", "H", "H", "H", "H", "H", "H", "N", "F", "S"], "xyz": [[-0.96841, -0.01708, -0.13307], [0.41368, 0.11289, 0.03725], [1.21248, -1.03471, -0.02909], [-2.45533, 1.61267, -0.31442], [-0.82618, 2.05655, 0.45517], [0.52818, 0.64195, 1.16192], [0.82109, 0.87513, -0.60123], [0.99161, -1.80180, -1.05152], [1.05651, -1.84157, 0.67150], [-1.48086, 1.12595, -0.12483], [2.51472, -0.35028, -0.07309], [-1.80750, -1.37969, 0.00142]], "nbo_charge": [0.068, -0.511, 0.052, 0.440, 0.371, 0.218, 0.250, 0.180, 0.209, -0.739, -0.394, -0.144], "e_homo_ev": -8.53, "orbital_gap_ev": 8.46, "total_charge": 0}

=====

Bottom line: i, by a margin of 74.5 kJ/mol.

=====

## i
{"formula": "C2H3NS2", "method": "ωB97M-V/def2-TZVPD", "elements": ["C", "C", "N", "S", "S", "H", "H", "H"], "xyz": [[1.58693, 0.07381, -0.52524], [-0.54053, 1.20712, -0.18634], [-1.25488, 0.22884, 0.29111], [1.21511, -1.39335, -0.18438], [-0.47372, 2.77483, -0.34656], [2.47362, 0.56182, -0.41517], [-0.66626, -0.59396, 0.35769], [-2.04664, 0.21151, 0.89439]], "nbo_charge": [-0.359, 0.086, -0.815, 0.104, 0.008, 0.176, 0.386, 0.413], "e_homo_ev": [-7.39, -7.28], "orbital_gap_ev": [6.70, 6.84], "total_charge": 0}

=====

## ii
{"formula": "C2H3NS2", "method": "ωB97M-V/def2-TZVPD", "elements": ["C", "C", "N", "S", "S", "H", "H", "H"], "xyz": [[1.43818, -0.98375, -0.23245], [0.92943, 0.24673, -0.20124], [-0.36165, 0.73794, -0.17809], [3.23185, -0.69397, -0.06436], [2.46905, 1.21658, 0.07462], [0.98566, -2.05403, -0.31518], [-0.29130, 1.43708, 0.53976], [-0.55656, 1.25118, -0.94867]], "nbo_charge": [-0.379, -0.002, -0.794, 0.126, 0.071, 0.246, 0.366, 0.366], "e_homo_ev": -8.71, "smiles": "Nc1css1", "orbital_gap_ev": 8.88, "total_charge": 0}

=====

## iii
{"formula": "C2H3NS2", "method": "ωB97M-V/def2-TZVPD", "elements": ["C", "C", "N", "S", "S", "H", "H", "H"], "xyz": [[-1.45973, 0.48730, 0.15862], [1.31053, -0.85646, 0.02618], [-1.32080, 1.61635, -0.28247], [1.85327, 0.56749, -0.59928], [-2.00040, -0.83646, 0.71850], [1.50905, -1.33299, 1.04271], [0.50876, -1.49187, -0.40284], [-0.40069, 1.84664, -0.66141]], "nbo_charge": [0.198, -0.443, -0.661, 0.037, 0.062, 0.201, 0.195, 0.411], "e_homo_ev": [-9.26, -9.26], "smiles": "N=C=S.C=S", "orbital_gap_ev": [8.28, 8.28], "total_charge": 0}

=====

Bottom line: ii, by a margin of 34.1 kJ/mol.

=====

## i
{"formula": "C2H3NS2", "method": "ωB97M-V/def2-TZVPD", "elements": ["C", "C", "N", "S", "S", "H", "H", "H"], "xyz": [[0.68955, -1.05042, -0.75096], [-1.04419, 0.93905, 0.26266], [1.37610, -0.74345, 0.22955], [-0.98766, -0.18987, -1.00800], [1.36550, 0.36153, 1.35040], [0.86009, -1.92014, -1.26028], [-0.62216, 1.99544, 0.04665], [-1.63723, 0.60786, 1.12998]], "nbo_charge": [0.000, -0.629, -0.531, 0.167, 0.312, 0.214, 0.241, 0.227], "e_homo_ev": -8.46, "orbital_gap_ev": 7.35, "total_charge": 0}

=====

## ii
{"formula": "C2H3NS2", "method": "ωB97M-V/def2-TZVPD", "elements": ["C", "C", "H", "H", "H", "N", "S", "S"], "xyz": [[-0.56645, 0.07515, 0.00558], [0.39257, 0.23859, -1.03980], [-0.55288, -0.52943, 1.90459], [0.99492, -0.12532, 1.30050], [-0.08528, 0.76273, -1.92831], [0.02827, -0.29443, 1.13856], [-2.14737, 0.18814, -0.18462], [1.93623, -0.31543, -1.19650]], "nbo_charge": [-0.049, -0.314, 0.401, 0.403, 0.226, -0.736, -0.023, 0.092], "e_homo_ev": -9.03, "smiles": "NC(=S)C=S", "orbital_gap_ev": 7.31, "total_charge": 0}

=====

Bottom line: ii, by a margin of 201.9 kJ/mol.

=====

## i
{"formula": "C3H10NS2", "method": "ωB97M-V/def2-TZVPD", "elements": ["C", "S", "S", "H", "H", "H", "H", "C", "C", "N", "H", "H", "H", "H", "H", "H"], "xyz": [[1.27537, -0.76514, 2.47160], [0.50477, 0.46910, 1.38669], [1.81437, 0.55735, -0.20267], [1.35113, -1.73742, 1.99391], [0.63153, -0.81868, 3.34952], [2.26301, -0.43334, 2.77876], [2.59914, 1.58905, 0.22271], [-2.53386, -0.55224, -1.58867], [-2.56119, 0.29453, -2.59591], [-1.25411, -0.95027, -0.98445], [-3.37800, -0.96268, -1.05702], [-3.49332, 0.59590, -3.03785], [-1.66428, 0.70997, -3.04083], [-0.45609, -0.67607, -1.57674], [-1.07489, -0.49508, -0.05718], [-1.18144, -1.95524, -0.83002]], "nbo_charge": [-0.738, 0.077, -0.169, 0.226, 0.246, 0.244, 0.178, -0.078, -0.320, -0.718, 0.237, 0.251, 0.220, 0.447, 0.456, 0.441], "e_homo_ev": -13.26, "orbital_gap_ev": 9.97, "total_charge": 1}

=====

## ii
{"formula": "C3H10NS2", "method": "ωB97M-V/def2-TZVPD", "elements": ["N", "C", "C", "C", "S", "S", "H", "H", "H", "H", "H", "H", "H", "H", "H", "H"], "xyz": [[-0.23324, 0.91213, 0.88906], [0.47600, 0.43960, -0.37444], [1.95672, 0.22314, -0.04607], [-0.16895, -0.83907, -0.90046], [-1.97031, -0.82766, -1.14245], [-2.60372, -0.98680, 0.84309], [-0.01296, 1.87780, 1.13956], [0.07003, 0.32256, 1.66314], [-1.24320, 0.85422, 0.78185], [0.36810, 1.24432, -1.08901], [2.32163, 1.02083, 0.60326], [2.51673, 0.29093, -0.97238], [2.15615, -0.76572, 0.34904], [0.08950, -1.72029, -0.33067], [0.17125, -0.91333, -1.92362], [-3.89373, -1.13265, 0.51009]], "nbo_charge": [-0.693, -0.051, -0.642, -0.568, 0.143, -0.191, 0.444, 0.437, 0.457, 0.232, 0.230, 0.258, 0.235, 0.242, 0.273, 0.194], "e_homo_ev": -12.47, "smiles": "C[C@H]([NH3+])CSS", "orbital_gap_ev": 9.08, "total_charge": 1}

=====

Bottom line: ii, by a margin of 60.2 kJ/mol.